C43H105N5O19 | ωB97M-V/def2-TZVPD

Each line ends with the Mulliken charge.
Positions of all 172 atoms, in Å:
C: 5.167 -1.260 4.450  -0.75
N: 6.537 -1.847 4.721  -0.24
C: 7.586 -1.137 5.177  0.59
C: 8.917 -1.873 5.523  -0.88
O: 7.584 0.077 5.158  -0.61
H: 4.546 -2.150 4.357  0.30
H: 5.305 -0.750 3.496  0.27
H: 4.807 -0.641 5.271  0.25
H: 6.673 -2.761 4.314  0.26
H: 9.108 -1.890 6.596  0.24
H: 9.690 -1.250 5.074  0.26
H: 8.965 -2.918 5.217  0.31
C: 3.628 -9.333 2.444  -0.83
N: 3.886 -8.399 1.379  -0.23
C: 4.826 -7.438 1.388  0.60
C: 5.104 -6.686 0.093  -0.96
O: 5.565 -7.137 2.244  -0.57
H: 4.624 -9.705 2.685  0.31
H: 3.135 -10.206 2.017  0.34
H: 3.046 -8.881 3.248  0.23
H: 3.581 -8.649 0.449  0.25
H: 6.067 -7.025 -0.289  0.25
H: 5.220 -5.626 0.318  0.27
H: 4.334 -6.761 -0.675  0.34
C: -0.980 -2.051 -11.588  -0.78
N: -2.195 -1.986 -10.612  -0.23
C: -2.162 -1.062 -9.604  0.68
C: -3.479 -0.922 -8.784  -1.00
O: -1.160 -0.522 -9.247  -0.60
H: -0.790 -3.116 -11.719  0.30
H: -0.086 -1.609 -11.149  0.28
H: -1.125 -1.648 -12.590  0.28
H: -3.041 -2.533 -10.682  0.20
H: -3.461 -1.498 -7.858  0.25
H: -4.302 -1.220 -9.433  0.31
H: -3.570 0.097 -8.408  0.30
C: -1.897 8.196 -4.609  -0.82
N: -2.748 9.346 -4.847  -0.21
C: -3.257 10.262 -3.910  0.61
C: -4.320 11.279 -4.387  -0.93
O: -2.943 10.209 -2.747  -0.59
H: -2.436 7.250 -4.547  0.25
H: -1.372 8.341 -3.665  0.30
H: -1.265 8.107 -5.493  0.30
H: -2.839 9.564 -5.829  0.26
H: -4.559 11.263 -5.451  0.31
H: -4.102 12.302 -4.083  0.28
H: -5.266 10.985 -3.933  0.25
C: 1.363 -5.156 -6.182  -0.94
N: 1.574 -6.033 -7.346  -0.18
C: 1.627 -7.329 -7.352  0.79
C: 2.028 -7.990 -8.583  -1.14
O: 1.531 -8.018 -6.312  -0.67
H: 1.758 -5.479 -5.219  0.32
H: 0.351 -4.785 -6.024  0.28
H: 1.954 -4.251 -6.327  0.35
H: 2.023 -5.625 -8.154  0.25
H: 2.352 -9.029 -8.521  0.30
H: 2.861 -7.453 -9.037  0.33
H: 1.263 -7.871 -9.350  0.30
C: 4.891 10.698 -3.372  -0.70
O: 5.355 11.549 -2.291  -0.33
C: 5.546 11.011 -0.986  -0.49
C: 6.387 12.005 -0.111  -0.36
O: 6.026 11.723 1.200  -0.30
C: 6.869 12.154 2.196  -0.75
H: 3.867 10.343 -3.255  0.27
H: 5.595 9.874 -3.489  0.31
H: 4.970 11.289 -4.285  0.24
H: 5.725 9.948 -0.825  0.37
H: 4.559 11.120 -0.536  0.27
H: 6.272 13.087 -0.175  0.33
H: 7.445 11.829 -0.306  0.27
H: 7.929 11.905 2.149  0.31
H: 6.514 11.735 3.138  0.24
H: 6.750 13.235 2.269  0.30
C: 0.389 -2.566 11.709  -0.83
O: -0.553 -2.561 10.582  -0.31
C: 0.091 -2.860 9.282  -0.48
C: -0.859 -3.356 8.207  -0.44
O: -1.688 -2.357 7.776  -0.40
C: -2.598 -1.644 8.646  -0.55
H: 0.600 -3.564 12.094  0.32
H: -0.137 -2.125 12.556  0.27
H: 1.378 -2.108 11.677  0.33
H: 0.995 -3.466 9.348  0.47
H: 0.422 -1.883 8.932  0.29
H: -1.419 -4.235 8.525  0.31
H: -0.272 -3.595 7.321  0.30
H: -2.107 -0.743 9.016  0.20
H: -2.967 -2.417 9.320  0.29
H: -3.438 -1.224 8.093  0.23
C: -0.142 -2.126 0.317  -0.71
O: 0.514 -1.120 -0.476  -0.31
C: -0.351 -0.022 -0.880  -0.46
C: 0.583 1.003 -1.463  -0.51
O: 1.338 1.653 -0.398  -0.28
C: 2.053 2.802 -0.738  -0.77
H: -1.071 -2.431 -0.165  0.28
H: -0.410 -1.639 1.255  0.29
H: 0.423 -3.045 0.469  0.24
H: -0.844 0.300 0.037  0.31
H: -1.013 -0.545 -1.569  0.36
H: 0.004 1.773 -1.974  0.36
H: 1.415 0.712 -2.103  0.34
H: 2.652 3.131 0.110  0.27
H: 1.425 3.680 -0.888  0.30
H: 2.720 2.705 -1.594  0.29
C: 10.480 2.133 -0.821  -0.54
O: 10.911 2.055 -2.179  -0.36
C: 12.163 2.650 -2.611  -0.54
C: 13.456 1.926 -2.198  -0.49
O: 13.848 2.353 -0.822  -0.34
C: 14.445 1.305 -0.073  -0.72
H: 9.470 1.728 -0.766  0.24
H: 10.453 3.174 -0.500  0.29
H: 11.154 1.645 -0.117  0.18
H: 12.258 3.719 -2.420  0.33
H: 12.076 2.592 -3.696  0.32
H: 14.341 2.131 -2.801  0.38
H: 13.337 0.843 -2.182  0.38
H: 14.744 1.719 0.890  0.25
H: 15.370 1.001 -0.564  0.31
H: 13.723 0.529 0.180  0.31
C: -10.576 -11.037 -0.887  -0.67
O: -9.847 -11.958 -0.075  -0.37
C: -8.513 -12.150 -0.568  -0.58
C: -7.633 -10.867 -0.475  -0.41
O: -7.841 -9.959 -1.633  -0.32
C: -6.993 -8.798 -1.416  -0.83
H: -11.537 -11.079 -0.374  0.29
H: -10.881 -11.450 -1.849  0.29
H: -10.293 -9.986 -0.827  0.25
H: -8.548 -12.708 -1.503  0.36
H: -8.157 -12.914 0.125  0.30
H: -6.587 -11.173 -0.454  0.39
H: -7.985 -10.301 0.387  0.35
H: -7.440 -7.987 -1.992  0.29
H: -5.949 -8.845 -1.727  0.32
H: -6.952 -8.299 -0.448  0.33
C: -8.855 5.153 5.786  -0.74
O: -7.963 5.252 4.727  -0.29
C: -7.862 6.515 4.045  -0.62
C: -6.557 6.700 3.233  -0.41
O: -5.471 6.749 4.107  -0.29
C: -4.252 7.297 3.516  -0.83
H: -8.926 6.032 6.426  0.31
H: -8.683 4.194 6.274  0.23
H: -9.856 5.128 5.353  0.31
H: -7.784 7.300 4.797  0.31
H: -8.817 6.642 3.534  0.40
H: -6.770 7.617 2.683  0.36
H: -6.407 5.894 2.515  0.33
H: -3.643 7.747 4.300  0.31
H: -4.389 8.233 2.975  0.32
H: -3.591 6.692 2.894  0.30
C: -8.415 0.453 0.781  -0.59
O: -7.392 -0.392 1.192  -0.35
C: -7.716 -1.168 2.362  -0.56
C: -8.684 -2.330 2.066  -0.42
O: -9.998 -1.777 1.753  -0.34
C: -10.716 -2.310 0.614  -0.81
H: -8.040 1.070 -0.036  0.31
H: -8.820 1.215 1.446  0.28
H: -9.385 0.016 0.539  0.17
H: -8.093 -0.458 3.099  0.33
H: -6.828 -1.469 2.917  0.38
H: -8.747 -2.986 2.933  0.37
H: -8.158 -2.854 1.268  0.29
H: -10.953 -3.368 0.726  0.35
H: -10.119 -2.369 -0.296  0.35
H: -11.670 -1.808 0.456  0.25

Output
- ΔE to the lowest compared entry with this formula, charge and spin: 7.432 eV
- LUMO level: 0.33 eV
- Structure (SMILES): CNC(C)=O.CNC(C)=O.CNC(C)=O.CNC(C)=O.CNC(C)=O.COCCOC.COCCOC.COCCOC.COCCOC.COCCOC.COCCOC.COCCOC
- Total charge: 0